# 1
C31H30N3OPPdS3 as an isolated structure at a distorted geometry. Source: the OMol25 dataset; level of theory: wB97M-V/def2-TZVPD.

Last column: Mulliken charge in e.
Geometry (Å):
1 Pd -0.9730 0.8143 0.0959  -0.50
2 C 2.7935 -0.9918 0.8931  -1.35
3 C 1.7126 0.0084 1.2612  0.67
4 N 1.2221 0.7948 0.3297  0.25
5 N 1.8862 0.8278 -0.8560  -1.20
6 C 1.2518 0.8459 -1.9779  0.41
7 S -0.4283 0.5864 -2.3001  -0.61
8 S 2.3252 1.1446 -3.3948  -0.21
9 C 1.9700 -0.3818 -4.3869  -1.15
10 C 2.7735 -1.5530 -3.9460  0.27
11 C 3.9680 -1.8981 -4.5798  -0.46
12 C 4.7135 -2.9857 -4.1535  -0.47
13 C 4.2865 -3.7410 -3.0687  -0.53
14 C 3.1139 -3.3884 -2.4127  -0.29
15 C 2.3613 -2.3119 -2.8516  0.09
16 C 1.3207 0.0485 2.6661  0.72
17 C 2.2245 -0.4589 3.6123  -0.82
18 C 1.9563 -0.5383 4.9686  -0.75
19 C 0.7049 -0.1377 5.4353  -0.55
20 C -0.2257 0.3490 4.5451  -0.81
21 C 0.0389 0.5243 3.1498  0.87
22 O -0.8537 1.0774 2.4260  -0.49
23 H 2.8027 -1.1383 -0.1794  0.24
24 H 2.6225 -1.9501 1.3883  0.39
25 H 3.7843 -0.6172 1.1748  0.31
26 H 2.1783 -0.1035 -5.4204  0.47
27 H 0.9015 -0.5349 -4.2392  0.30
28 H 4.3058 -1.2984 -5.4184  0.34
29 H 5.6328 -3.2460 -4.6670  0.33
30 H 4.8610 -4.5997 -2.7415  0.36
31 H 2.7871 -3.9522 -1.5467  0.42
32 H 1.4434 -2.0398 -2.3419  0.28
33 H 3.2095 -0.7705 3.2853  0.26
34 H 2.7140 -0.9045 5.6542  0.36
35 H 0.4704 -0.1963 6.4952  0.34
36 H -1.1990 0.6802 4.8946  0.36
37 C -4.1823 -1.2148 -0.5943  -1.50
38 P -2.9853 -0.2766 0.4854  1.34
39 C -3.9999 -0.2835 2.0341  -1.49
40 C -1.8614 -1.6903 0.8528  0.75
41 C -1.5259 -2.0903 2.1469  -0.45
42 C -0.6065 -3.1105 2.3616  -0.40
43 C -0.0365 -3.7786 1.2913  -0.60
44 C -0.3796 -3.4066 -0.0068  -0.49
45 C -1.2634 -2.3662 -0.2246  -0.50
46 H -3.7776 -1.2845 -1.6044  0.33
47 H -5.1242 -0.6630 -0.6404  0.47
48 H -4.3683 -2.2223 -0.2096  0.37
49 H -4.3637 -1.2852 2.2911  0.35
50 H -4.8503 0.3865 1.8931  0.49
51 H -3.3811 0.1159 2.8383  0.21
52 H -1.9472 -1.5748 2.9996  0.04
53 H -0.3278 -3.3716 3.3765  0.33
54 H 0.6761 -4.5790 1.4601  0.34
55 H 0.0664 -3.9211 -0.8514  0.40
56 H -1.4857 -2.0520 -1.2364  0.14
57 S -1.1758 5.6236 1.6040  -0.36
58 C -0.7986 3.9011 1.4249  -0.29
59 N -1.1696 3.3797 0.3243  0.43
60 C -1.7745 4.2850 -0.5062  -0.56
61 C -2.2636 4.0079 -1.7841  -0.17
62 C -2.8360 5.0338 -2.5091  -0.62
63 C -2.9390 6.3263 -1.9851  -0.31
64 C -2.4602 6.6212 -0.7177  -0.48
65 C -1.8791 5.5944 0.0119  0.67
66 H -0.3131 3.3634 2.2276  0.38
67 H -2.1719 2.9948 -2.1583  0.31
68 H -3.2135 4.8390 -3.5056  0.37
69 H -3.3987 7.1129 -2.5721  0.34
70 H -2.5389 7.6218 -0.3108  0.35

Computed properties:
**Lowest unoccupied orbital energy (spin up / spin down)**: 4.150 / 4.150 eV
**Total charge**: -2
**E_tot**: -84426.3822 eV

=====

# 2
C31H30N5O7SSb2Se2Sn as an isolated structure at a distorted geometry. Source: the OMol25 dataset; level of theory: wB97M-V/def2-TZVPD.

Last column: Mulliken charge in e.
Geometry (Å):
1 Sn -0.5210 -1.0127 -0.5513  1.77
2 Se -7.0706 -5.0562 -3.0476  0.30
3 N -5.6460 -4.3991 -3.8757  -0.84
4 C -4.8676 -3.8941 -2.9559  1.02
5 C -3.5828 -3.2604 -3.2421  0.39
6 C -3.0826 -3.1392 -4.5394  -0.47
7 C -1.8583 -2.5468 -4.7319  -1.16
8 C -1.1601 -2.0734 -3.6247  -0.36
9 N -1.6322 -2.1763 -2.3851  -0.02
10 C -2.8278 -2.7653 -2.1835  -0.60
11 C -3.3127 -2.8729 -0.7977  -0.12
12 N -2.5223 -2.3781 0.1654  -0.06
13 C -2.9168 -2.4424 1.4291  -0.09
14 C -4.1291 -3.0107 1.8081  -0.94
15 C -4.9459 -3.5296 0.8293  -0.53
16 C -4.5378 -3.4666 -0.5036  0.36
17 C -5.3406 -3.9978 -1.6007  0.99
18 N -6.4961 -4.5848 -1.4362  -0.85
19 H -3.6719 -3.5176 -5.3644  0.56
20 H -1.4310 -2.4446 -5.7186  0.47
21 H -0.1967 -1.5962 -3.7325  0.74
22 H -2.2325 -2.0334 2.1638  0.36
23 H -4.4118 -3.0388 2.8504  0.46
24 H -5.8968 -3.9899 1.0633  0.55
25 C 0.7657 0.9056 3.7949  -1.43
26 Sb 0.9763 -0.8400 2.5637  0.60
27 C 1.0358 -2.1798 4.2374  -1.34
28 C 3.1492 -0.7579 2.3109  -1.17
29 C 3.7731 0.4419 2.9564  1.33
30 C 4.1369 0.3601 4.3016  -0.63
31 C 4.6816 1.4366 4.9803  -0.68
32 C 4.8780 2.6342 4.3077  -0.69
33 C 4.5336 2.7229 2.9694  -1.07
34 C 3.9815 1.6451 2.2778  1.24
35 C 3.7545 1.8112 0.8002  -1.47
36 Sb 1.8963 1.2505 -0.1420  0.70
37 C 2.2028 2.5396 -1.8061  -1.41
38 C 4.9121 -0.9070 -1.3052  -0.99
39 H 1.4166 0.7965 4.6602  0.46
40 H -0.2711 0.9853 4.1211  0.50
41 H 1.0490 1.8080 3.2531  0.34
42 H 1.7438 -1.7936 4.9693  0.37
43 H 1.3394 -3.1759 3.9204  0.42
44 H 0.0482 -2.2382 4.6934  0.38
45 H 3.3531 -0.8342 1.2436  -0.37
46 H 3.5021 -1.6742 2.7839  0.85
47 H 3.9978 -0.5834 4.8188  0.35
48 H 4.9591 1.3380 6.0213  0.42
49 H 5.3034 3.4891 4.8155  0.42
50 H 4.7041 3.6526 2.4391  0.41
51 H 4.5397 1.2863 0.2479  0.44
52 H 3.8162 2.8654 0.5272  0.59
53 H 3.1373 2.2676 -2.2940  0.42
54 H 2.2449 3.5599 -1.4310  0.43
55 H 1.3841 2.4211 -2.5136  0.37
56 H 5.6099 -0.0759 -1.3441  0.30
57 H 5.2048 -1.6731 -2.0203  0.40
58 H 4.8701 -1.3251 -0.2999  0.35
59 O -1.8949 0.6506 -1.3289  -0.81
60 C -1.7072 1.7528 -0.7473  1.00
61 N -1.0491 1.7768 0.4117  -0.28
62 S -0.4664 3.0765 1.1360  0.30
63 O 1.0361 2.9918 0.9172  -0.71
64 O -0.8616 4.3304 0.1593  -0.43
65 C -1.8028 4.2221 -0.8487  0.43
66 C -2.2818 5.4070 -1.3729  -0.72
67 C -3.2002 5.3566 -2.4075  -0.38
68 C -3.6323 4.1368 -2.9222  -0.76
69 C -3.1389 2.9611 -2.3927  -0.62
70 C -2.2230 2.9927 -1.3427  0.47
71 H -1.9303 6.3463 -0.9693  0.50
72 H -3.5849 6.2814 -2.8157  0.41
73 H -4.3492 4.1107 -3.7304  0.43
74 H -3.4421 1.9972 -2.7775  0.47
75 O 3.6203 -0.3619 -1.6740  -0.35
76 Se 2.3985 -1.5788 -2.0201  1.19
77 O 2.0383 -2.1916 -0.5522  -0.63
78 O 1.1496 -0.6145 -2.4777  -0.64
79 O 2.9831 -2.5765 -3.1218  -0.65

Computed properties:
**Lowest unoccupied orbital energy**: -3.310 eV
**Energy above the lowest of the compared OMol25 structures with the same formula, charge and spin**: 15.17 kcal per mole
**Total charge**: +1
**E_tot**: -214843.4362 eV

=====

# 3
C31H31AsN5O4Ru as an isolated structure. Source: the OMol25 dataset; level of theory: wB97M-V/def2-TZVPD.

Last column: Mulliken charge in e.
Geometry (Å):
1 Ru 0.0234 -0.4332 0.5803  -0.05
2 C 4.1688 -1.5555 0.9989  -2.00
3 C 2.6780 -1.5170 0.9141  0.37
4 N 2.0042 -0.3758 0.7388  1.66
5 N 2.6058 0.8519 0.6548  -1.24
6 C 1.7056 1.7793 0.5478  0.35
7 O 0.4050 1.5327 0.4913  -0.76
8 C 2.1098 3.2000 0.4664  0.45
9 C 3.4574 3.5554 0.4078  -0.28
10 C 3.8212 4.8884 0.3361  -0.71
11 C 2.8463 5.8792 0.3246  -0.41
12 C 1.5061 5.5290 0.3825  -0.76
13 C 1.1356 4.1936 0.4509  -0.38
14 C 1.8578 -2.6567 1.0065  0.95
15 C 2.3443 -3.9692 1.2407  -1.26
16 C 1.4737 -5.0098 1.3591  -0.33
17 C 0.0816 -4.7778 1.2487  -1.10
18 C -0.3448 -3.5025 1.0001  -0.47
19 N 0.4887 -2.4566 0.8588  0.61
20 H 4.5622 -0.5429 1.0142  0.38
21 H 4.6015 -2.0831 0.1449  0.33
22 H 4.4956 -2.0696 1.9044  0.41
23 H 4.2068 2.7760 0.4197  0.45
24 H 4.8688 5.1570 0.2897  0.40
25 H 3.1332 6.9216 0.2709  0.39
26 H 0.7432 6.2970 0.3738  0.41
27 H 0.0935 3.9092 0.4955  0.37
28 H 3.4104 -4.1247 1.3304  0.45
29 H 1.8468 -6.0094 1.5400  0.41
30 H -0.6365 -5.5783 1.3417  0.44
31 H -1.3944 -3.2697 0.8835  0.54
32 O -2.2722 -3.0743 -2.8169  -0.72
33 C -3.4856 -2.5036 -2.6833  0.20
34 C -4.4882 -2.9124 -3.5633  -0.79
35 C -5.7495 -2.3636 -3.4773  -0.31
36 C -6.0435 -1.3958 -2.5168  -0.80
37 C -5.0556 -0.9887 -1.6472  -0.38
38 C -3.7655 -1.5280 -1.7121  0.15
39 C -2.7139 -1.0808 -0.7827  0.87
40 O -1.5419 -1.5461 -0.8736  -0.11
41 N -3.0531 -0.1742 0.1469  -1.03
42 N -2.0213 0.1453 0.9332  0.81
43 C -2.3521 1.0748 1.8316  -0.59
44 C -1.5883 1.5688 2.8872  0.86
45 C -2.0945 2.7229 3.5632  -0.99
46 C -1.4357 3.2827 4.6065  -0.55
47 C -0.2163 2.6982 5.0706  -0.46
48 C 0.2887 1.5797 4.5041  -0.56
49 C -0.3761 0.9350 3.3940  0.69
50 O 0.0697 -0.1393 2.9348  -0.64
51 H -1.7000 -2.6877 -2.1189  0.25
52 H -4.2445 -3.6634 -4.3026  0.46
53 H -6.5195 -2.6928 -4.1637  0.38
54 H -7.0340 -0.9670 -2.4546  0.41
55 H -5.2547 -0.2385 -0.8953  0.45
56 H -3.3479 1.4881 1.6942  0.38
57 H -3.0190 3.1571 3.2020  0.37
58 H -1.8214 4.1689 5.0910  0.41
59 H 0.3043 3.1640 5.8984  0.41
60 H 1.2049 1.1189 4.8477  0.48
61 C -0.4038 0.0102 -3.7143  -1.07
62 As 0.8257 -0.3211 -2.2377  1.13
63 C 1.4875 -2.0834 -2.7467  -1.12
64 C 2.3392 0.7766 -2.7917  -1.28
65 H 0.0952 -0.1657 -4.6679  0.42
66 H -0.7487 1.0427 -3.6725  0.34
67 H -1.2640 -0.6525 -3.6306  0.23
68 H 1.8732 -2.0722 -3.7664  0.46
69 H 0.6785 -2.8097 -2.6764  0.28
70 H 2.2785 -2.3816 -2.0581  0.25
71 H 2.6306 0.5445 -3.8165  0.44
72 H 3.1739 0.5972 -2.1154  0.32
73 H 2.0615 1.8281 -2.7196  0.36

Computed properties:
**2S+1**: 6
**Lowest unoccupied orbital energy (spin up / spin down)**: -0.198 / -2.229 eV
**Energy above the lowest of the compared OMol25 structures with the same formula, charge and spin**: 0.00 kcal per mole
**Total charge**: 0
**E_tot**: -111708.9480 eV

=====

> Number 3 is which compound?

C31H31AsN5O4Ru

=====

> What is the E_tot in the second record?

-214843.4362 eV

=====

> Which of these has the highest E_tot?

C31H30N3OPPdS3

=====

> Among the records above, which one has the lowest E_tot?

C31H30N5O7SSb2Se2Sn